# C4H9NO

A cluster of 2 separate species, C4H9NO in total (ωB97M-V/def2-TZVPD, OMol25).

Computed properties:
**Molecular weight**: 87.1 g/mol
**HOMO energy (alpha / beta)**: -7.1 / -7.1 eV
**Total charge**: 0
**Energy above the lowest of the compared OMol25 structures with the same formula, charge and spin**: 103.8 kcal/mol

```
15
Properties=species:S:1:pos:R:3:lowdin_charge:R:1
C 1.575 1.032 -1.256 0.166
C -1.881 0.108 0.022 -0.134
C 0.546 -0.501 0.531 -0.580
N 0.192 -1.658 1.160 0.163
C -0.418 0.437 0.116 -0.174
O 1.787 -0.318 0.301 -0.049
H 0.921 -2.311 1.395 0.104
H -0.671 -1.714 1.675 0.098
H -0.175 1.448 0.420 0.094
H 1.385 0.268 -1.993 0.050
H 0.978 1.925 -1.353 0.026
H 2.606 1.202 -0.990 0.039
H -2.388 0.072 1.001 0.067
H -2.048 -0.855 -0.467 0.068
H -2.409 0.866 -0.562 0.065
```